[1]
113
Properties=species:S:1:pos:R:3:lowdin_spin:R:1 method="wB97M-V/def2-TZVPD" orbital_gap_ev="5.9 / 6.1" e_above_lowest_ev=0.4703 spin_multiplicity=3 s2=2.04 total_charge=-1
Mo -0.551 -1.190 0.874 1.51
C -4.259 -2.376 2.929 0.01
C -4.496 -3.663 2.477 0.00
C -3.625 -4.226 1.560 0.01
C -2.526 -3.495 1.130 0.02
N -2.294 -2.246 1.590 0.02
C -3.150 -1.697 2.461 0.00
C -1.510 -3.998 0.205 0.09
C -0.996 -5.278 0.345 -0.01
C 0.083 -5.703 -0.413 0.10
C 0.664 -4.820 -1.319 -0.01
C 0.162 -3.549 -1.481 0.08
C -0.919 -3.077 -0.704 0.00
H -4.908 -1.895 3.647 0.00
H -5.354 -4.222 2.829 0.00
H -3.789 -5.218 1.161 0.00
H -2.912 -0.696 2.788 0.00
H -1.420 -5.934 1.097 0.00
H 0.481 -6.700 -0.282 0.01
H 1.518 -5.133 -1.909 0.00
H 0.626 -2.879 -2.194 0.00
Br 0.373 6.032 -3.533 0.00
C -1.117 6.008 -2.356 0.00
C -2.385 6.254 -2.857 0.00
C -3.462 6.240 -1.986 0.00
C -3.280 5.930 -0.643 0.00
C -1.998 5.703 -0.151 0.00
C -0.913 5.754 -1.011 0.00
N -4.436 6.020 0.192 0.01
N -4.696 5.135 1.007 0.00
C -3.963 3.919 0.998 0.02
C -3.402 3.517 2.189 0.00
C -2.585 2.397 2.261 0.01
C -2.346 1.592 1.144 0.00
O -1.571 0.574 1.259 0.05
C -3.016 1.941 -0.090 0.00
N -2.845 1.125 -1.162 0.00
C -3.459 1.413 -2.280 0.01
C -4.315 2.521 -2.435 0.00
C -4.494 3.360 -1.376 0.00
C -3.825 3.104 -0.158 0.00
H -2.525 6.468 -3.907 0.00
H -4.462 6.464 -2.337 0.00
H -1.837 5.477 0.895 0.00
H 0.087 5.582 -0.636 0.00
H -3.569 4.125 3.070 0.00
H -2.104 2.112 3.189 0.00
H -3.282 0.748 -3.121 0.00
H -4.821 2.684 -3.378 0.00
H -5.155 4.213 -1.452 0.00
C 2.448 1.009 -1.835 0.00
C 1.778 1.311 -0.497 0.00
C 0.449 2.008 -0.720 0.00
C 2.680 2.213 0.332 0.00
O 1.508 0.078 0.238 0.01
Si 2.608 -1.083 0.742 0.01
S 1.431 -2.627 1.422 0.03
O 3.745 -0.497 1.767 0.00
C 3.761 -0.168 3.170 0.00
C 2.763 0.942 3.475 0.00
C 5.185 0.305 3.439 0.00
C 3.454 -1.408 4.000 0.00
O 3.478 -1.400 -0.615 0.00
C 4.604 -2.241 -0.825 0.00
C 4.708 -3.331 0.236 0.00
C 5.845 -1.354 -0.799 0.00
C 4.408 -2.867 -2.200 0.00
H 2.452 1.918 -2.442 0.00
H 1.917 0.229 -2.380 0.00
H 3.473 0.671 -1.696 0.00
H 0.600 2.892 -1.346 0.00
H 0.025 2.315 0.234 0.00
H -0.269 1.357 -1.214 0.00
H 2.897 3.123 -0.233 0.00
H 3.622 1.716 0.571 0.00
H 2.181 2.491 1.260 0.00
H 3.101 1.889 3.053 0.00
H 2.652 1.063 4.555 0.00
H 1.774 0.703 3.076 0.00
H 5.422 1.162 2.805 0.00
H 5.895 -0.496 3.221 0.00
H 5.298 0.600 4.485 0.00
H 2.430 -1.740 3.843 0.00
H 3.576 -1.179 5.061 0.00
H 4.139 -2.217 3.732 0.00
H 4.829 -2.892 1.229 0.00
H 5.576 -3.961 0.030 0.00
H 3.809 -3.952 0.241 0.00
H 5.923 -0.867 0.175 0.00
H 5.771 -0.584 -1.569 0.00
H 6.750 -1.941 -0.978 0.00
H 3.491 -3.460 -2.203 0.00
H 5.250 -3.515 -2.458 0.00
H 4.319 -2.086 -2.958 0.00
C -1.679 -1.848 -1.151 0.02
C -1.697 -1.658 -2.651 0.00
C -0.777 -0.841 -3.293 0.00
C -0.822 -0.661 -4.668 0.00
C -1.796 -1.303 -5.420 0.00
C -2.718 -2.126 -4.787 0.00
C -2.668 -2.302 -3.412 0.00
H -2.710 -1.881 -0.804 0.00
H -1.223 -0.821 -0.858 0.00
H -0.035 -0.328 -2.696 0.00
H -0.101 -0.012 -5.150 0.00
H -1.838 -1.161 -6.493 0.00
H -3.482 -2.631 -5.368 0.00
H -3.394 -2.939 -2.917 0.00
F -0.117 -0.760 3.085 0.00
B -0.457 -0.399 4.464 0.00
F -1.615 -1.087 4.824 0.00
F -0.665 0.980 4.489 0.00
F 0.617 -0.774 5.259 0.00


[2]
114
Properties=species:S:1:pos:R:3:lowdin_charge:R:1 method="wB97M-V/def2-TZVPD" orbital_gap_ev="5.1 / 5.1" e_above_lowest_ev=2.0566 total_charge=+4
W 1.325 -1.668 0.513 1.25
C -3.839 -2.960 -0.718 -0.02
C -3.221 -1.605 -0.952 -0.21
C -3.856 -0.584 -1.617 0.12
C -3.234 0.670 -1.791 -0.14
N -1.988 0.862 -1.374 0.22
N -1.375 -0.140 -0.768 -0.02
B 0.000 0.152 -0.069 -0.70
N -0.389 0.791 1.321 -0.03
N -1.685 0.884 1.653 0.21
C -1.981 1.575 2.729 -0.16
C -0.957 2.262 3.439 0.11
C 0.365 2.114 3.121 -0.21
C 1.486 2.796 3.853 -0.01
C 0.622 1.250 2.044 -0.58
S 2.172 0.635 1.558 0.81
C -3.423 1.589 3.215 -0.54
C -4.364 0.937 2.200 -0.04
C -3.869 3.032 3.494 -0.02
C -3.448 0.769 4.526 -0.02
N 0.782 1.257 -0.887 -0.04
N 0.193 2.464 -0.881 0.20
C 0.770 3.438 -1.541 -0.16
C 1.938 3.195 -2.314 0.12
C 2.564 1.986 -2.277 -0.21
C 3.850 1.687 -3.005 -0.02
C 1.952 1.022 -1.457 -0.57
S 2.788 -0.455 -1.124 0.82
C 0.172 4.828 -1.465 -0.54
C 1.262 5.775 -0.922 -0.02
C -0.245 5.275 -2.879 -0.01
C -1.041 4.853 -0.535 -0.04
C -1.935 -1.303 -0.508 -0.53
S -0.989 -2.439 0.414 0.88
C -3.924 1.861 -2.447 -0.52
C -5.288 1.458 -3.009 -0.04
C -4.117 2.950 -1.369 -0.02
C -3.031 2.401 -3.583 -0.02
H -4.857 -2.991 -1.099 0.10
H -3.869 -3.210 0.346 0.10
H -3.264 -3.740 -1.223 0.10
H -4.851 -0.746 -2.017 0.14
H -1.232 2.906 4.270 0.15
H 1.147 3.203 4.804 0.10
H 1.876 3.626 3.253 0.11
H 2.319 2.113 4.039 0.08
H -4.360 1.481 1.250 0.07
H -5.378 0.953 2.599 0.10
H -4.091 -0.105 2.003 0.08
H -3.783 3.658 2.602 0.10
H -3.301 3.500 4.303 0.09
H -4.916 3.031 3.802 0.11
H -3.051 -0.241 4.367 0.09
H -4.478 0.672 4.875 0.11
H -2.872 1.254 5.321 0.09
H 2.358 3.995 -2.913 0.15
H 4.140 2.524 -3.637 0.10
H 3.750 0.799 -3.637 0.09
H 4.668 1.501 -2.300 0.10
H 2.142 5.825 -1.569 0.09
H 1.585 5.480 0.082 0.09
H 0.850 6.783 -0.862 0.11
H 0.616 5.384 -3.546 0.09
H -0.729 6.251 -2.815 0.11
H -0.950 4.577 -3.337 0.07
H -0.775 4.531 0.479 0.08
H -1.843 4.205 -0.899 0.04
H -1.424 5.873 -0.478 0.11
H -5.965 1.080 -2.237 0.10
H -5.206 0.715 -3.811 0.10
H -5.759 2.343 -3.437 0.11
H -4.921 2.672 -0.682 0.09
H -4.405 3.887 -1.849 0.11
H -3.206 3.121 -0.790 0.05
H -2.959 1.676 -4.399 0.10
H -2.024 2.624 -3.227 0.05
H -3.468 3.316 -3.987 0.10
C 6.971 -2.609 1.501 0.00
C 5.576 -2.414 2.043 -0.19
C 5.304 -2.391 3.408 0.06
C 4.010 -2.191 3.884 -0.02
C 3.042 -2.020 2.943 -0.68
Br 1.214 -1.686 3.370 1.02
N 3.245 -2.031 1.629 -0.19
C 4.504 -2.227 1.184 -0.05
H 7.620 -3.072 2.242 0.10
H 7.412 -1.644 1.235 0.11
H 6.971 -3.230 0.605 0.10
H 6.112 -2.531 4.119 0.15
H 3.782 -2.175 4.943 0.14
H 4.649 -2.239 0.112 0.11
S 2.974 -8.421 -2.638 1.17
N 2.673 -7.014 -3.344 -0.17
C 2.348 -6.202 -2.358 -0.31
C 1.956 -4.813 -2.512 -0.05
C 1.749 -4.198 -3.750 0.09
C 1.281 -2.900 -3.783 0.03
C 1.123 -2.211 -2.599 -0.15
N 1.364 -2.772 -1.402 -0.13
C 1.722 -4.084 -1.355 -0.13
C 1.699 -4.708 -0.055 -0.14
N 1.262 -3.924 0.976 -0.09
C 0.942 -4.545 2.119 -0.15
C 1.158 -5.900 2.333 0.03
C 1.708 -6.663 1.335 0.08
C 1.951 -6.064 0.095 -0.05
C 2.363 -6.808 -1.082 -0.31
N 2.701 -8.082 -1.096 -0.17
H 1.927 -4.764 -4.658 0.15
H 1.060 -2.401 -4.718 0.14
H 0.788 -1.188 -2.608 0.10
H 0.491 -3.962 2.898 0.04
H 0.882 -6.329 3.288 0.14
H 1.912 -7.722 1.463 0.15